[1]
Below is one molecule with the formula C3H9NO, with properties calculated with ωB97M-V with the def2-TZVPD basis set.

Calculated values
Kohn-Sham gap   0.3730 hartree
Molar mass   75.1 g/mol
ΔE to the lowest compared entry with this formula, charge and spin   1.026 eV
Structure (SMILES)   NCCCO
Calculated total energy   -6794.02937 eV

The geometry in ORCA input format:
```
! wB97M-V def2-TZVPD RIJCOSX def2/J DEFGRID3
* xyz 0 1
C 0.84 -1.01 0.04
C -0.63 -0.68 -0.23
C -0.99 0.80 -0.11
O -0.53 1.55 -1.22
N 1.18 -0.80 1.43
H 1.49 -0.55 -0.70
H 0.92 -2.06 -0.19
H -1.29 -1.30 0.38
H -0.84 -0.93 -1.27
H -0.59 1.22 0.81
H -2.07 0.93 -0.11
H 0.43 1.61 -1.24
H 0.48 -0.26 1.90
H 2.10 -0.41 1.59
*
```


[2]
Below is a 2-piece molecular cluster, C3H9NO overall, with properties calculated with ωB97M-V with the def2-TZVPD basis set.

Calculated values
Kohn-Sham gap   0.3516 hartree
Molar mass   75.1 g/mol
ΔE to the lowest compared entry with this formula, charge and spin   2.672 eV
Structure (SMILES)   C=CCN.O
Calculated total energy   -6792.38389 eV

The geometry in ORCA input format:
```
! wB97M-V def2-TZVPD RIJCOSX def2/J DEFGRID3
* xyz 0 1
N 0.82 -1.36 1.23
C 0.69 -1.17 -0.16
C -1.53 -0.35 -1.25
C -0.76 -1.37 -0.81
H 0.61 -2.27 1.57
H 0.81 -0.48 1.72
H 1.38 -1.87 -0.77
H 1.13 -0.04 -0.36
H -2.52 -0.37 -1.65
H -1.15 0.67 -1.43
H -1.35 -2.24 -0.37
H 0.60 4.27 1.14
H 0.95 2.92 0.60
O 0.32 3.65 0.54
*
```


[3]
Below is a 2-piece molecular cluster, C3H9NO overall, with properties calculated with ωB97M-V with the def2-TZVPD basis set.

Calculated values
Kohn-Sham gap   0.2361 hartree
Molar mass   75.1 g/mol
ΔE to the lowest compared entry with this formula, charge and spin   5.175 eV
Structure (SMILES)   C/C=C\N.O
Calculated total energy   -6789.88058 eV

The geometry in ORCA input format:
```
! wB97M-V def2-TZVPD RIJCOSX def2/J DEFGRID3
* xyz 0 1
C 0.85 -0.11 1.84
C 0.91 -0.41 0.25
C 2.14 -0.18 -0.28
N 2.66 1.05 -0.75
H 0.17 0.77 1.87
H 0.57 -1.09 2.27
H 1.86 0.14 2.27
H 0.06 -0.30 -0.45
H 2.72 -0.98 -0.71
H 3.71 1.18 -0.73
H 2.28 1.76 -0.16
H -5.27 -0.77 -1.46
H -6.49 -0.55 -2.43
O -6.18 -0.51 -1.51
*
```


[4]
Below is a 2-piece molecular cluster, C3H9NO overall, with properties calculated with ωB97M-V with the def2-TZVPD basis set.

Calculated values
Kohn-Sham gap (spin up / spin down)   0.3015 / 0.1174 hartree
Molar mass   75.1 g/mol
ΔE to the lowest compared entry with this formula, charge and spin   1.968 eV
Calculated total energy   -6784.34147 eV

The geometry in ORCA input format:
```
! wB97M-V def2-TZVPD RIJCOSX def2/J DEFGRID3
* xyz 1 2
O 4.59 -0.12 -3.62
C 4.89 -1.19 -3.16
H 5.95 -1.33 -2.88
H 4.12 -1.96 -3.03
C -1.72 0.70 0.22
C -2.57 0.22 1.47
N -1.75 0.28 2.61
H -1.96 0.06 -0.62
H -2.03 1.72 0.03
H -0.64 0.68 0.38
H -3.41 0.91 1.55
H -3.01 -0.77 1.34
H -0.99 -0.38 2.75
H -1.49 1.20 2.96
*
```


[5]
Below is a 2-piece molecular cluster, C3H9NO2 overall, with properties calculated with ωB97M-V with the def2-TZVPD basis set.

Calculated values
Kohn-Sham gap   0.3473 hartree
Molar mass   91.1 g/mol
ΔE to the lowest compared entry with this formula, charge and spin   3.727 eV
Structure (SMILES)   C=CO.NCO
Calculated total energy   -8839.22821 eV

The geometry in ORCA input format:
```
! wB97M-V def2-TZVPD RIJCOSX def2/J DEFGRID3
* xyz 0 1
C -2.17 -2.42 -1.92
C -1.20 -3.22 -1.39
O -0.69 -2.95 -0.15
H -2.76 -2.42 -2.78
H -2.58 -1.71 -1.23
H -1.16 -4.20 -1.60
H -0.56 -1.96 0.00
N 0.97 3.45 0.69
C 1.14 2.19 1.39
O 1.93 1.10 0.87
H 1.70 4.07 0.93
H 1.14 3.25 -0.33
H 1.44 2.28 2.47
H 0.05 1.71 1.58
H 2.76 0.83 1.47
*
```


[6]
Below is a 2-piece molecular cluster, C3H9NO2 overall, with properties calculated with ωB97M-V with the def2-TZVPD basis set.

Calculated values
Kohn-Sham gap   0.3783 hartree
Molar mass   91.1 g/mol
ΔE to the lowest compared entry with this formula, charge and spin   1.266 eV
Structure (SMILES)   CC(=O)O.CN
Calculated total energy   -8841.68970 eV

The geometry in ORCA input format:
```
! wB97M-V def2-TZVPD RIJCOSX def2/J DEFGRID3
* xyz 0 1
C 3.50 -0.13 -0.48
N 2.11 -0.18 -0.03
H 0.19 0.35 -0.54
H 1.61 -1.04 -0.24
H 2.10 -0.12 0.98
H 3.48 0.04 -1.57
H 4.04 -1.07 -0.39
H 3.99 0.72 0.00
C -2.54 0.65 1.02
C -1.60 0.02 0.01
O -0.28 0.05 0.26
O -2.11 -0.45 -0.97
H -3.21 -0.08 1.44
H -3.10 1.38 0.41
H -2.04 1.27 1.76
*
```


[7]
Below is a 2-piece molecular cluster, C3H9NO2 overall, with properties calculated with ωB97M-V with the def2-TZVPD basis set.

Calculated values
Kohn-Sham gap   0.3409 hartree
Molar mass   91.1 g/mol
ΔE to the lowest compared entry with this formula, charge and spin   6.485 eV
Calculated total energy   -8836.47062 eV

The geometry in ORCA input format:
```
! wB97M-V def2-TZVPD RIJCOSX def2/J DEFGRID3
* xyz 0 1
C 1.80 -0.63 -0.63
C -2.11 0.66 0.65
C 1.91 0.80 -0.18
N -0.82 0.92 -1.22
O 2.11 0.89 1.06
O -0.90 0.31 0.09
H 0.98 -1.21 -0.19
H 1.74 -0.59 -1.82
H 2.79 -1.11 -0.23
H -2.93 0.26 -0.08
H -2.29 1.75 0.74
H -2.10 0.33 1.69
H 0.16 0.61 -1.45
H -0.64 1.86 -1.00
H 2.07 0.02 1.54
*
```


[8]
Below is a 2-piece molecular cluster, C3H9NO2 overall, with properties calculated with ωB97M-V with the def2-TZVPD basis set.

Calculated values
Kohn-Sham gap   0.3635 hartree
Molar mass   91.1 g/mol
ΔE to the lowest compared entry with this formula, charge and spin   0.990 eV
Structure (SMILES)   CC(=O)O.CN
Calculated total energy   -8841.96509 eV

The geometry in ORCA input format:
```
! wB97M-V def2-TZVPD RIJCOSX def2/J DEFGRID3
* xyz 0 1
C -0.46 2.36 -1.05
N 0.89 1.96 -0.67
H 1.12 1.09 -1.11
H 0.33 -1.06 -1.38
H 0.94 1.88 0.34
H -0.68 3.36 -0.66
H -1.29 1.73 -0.70
H -0.49 2.47 -2.11
C -0.40 -2.24 1.54
C 0.45 -1.77 0.40
O -0.24 -1.24 -0.62
O 1.65 -1.65 0.48
H 0.00 -3.10 2.06
H -1.42 -2.31 1.17
H -0.41 -1.50 2.32
*
```


[9]
Below is a 2-piece molecular cluster, C3H9NO2 overall, with properties calculated with ωB97M-V with the def2-TZVPD basis set.

Calculated values
Kohn-Sham gap   0.3490 hartree
Molar mass   91.1 g/mol
ΔE to the lowest compared entry with this formula, charge and spin   1.238 eV
Structure (SMILES)   CC(=O)O.CN
Calculated total energy   -8841.71709 eV

The geometry in ORCA input format:
```
! wB97M-V def2-TZVPD RIJCOSX def2/J DEFGRID3
* xyz 0 1
C 2.14 1.31 0.36
C 1.38 0.24 -0.39
O 1.84 -0.99 -0.03
O 0.38 0.36 -1.03
H 2.68 2.02 -0.25
H 2.81 0.58 0.85
H 1.50 1.82 1.09
C -2.18 0.01 -0.02
N -1.99 -1.42 -0.21
H 1.27 -1.72 -0.31
H -1.25 -1.58 -0.88
H -1.84 -1.90 0.66
H -1.42 0.49 0.59
H -3.16 0.18 0.49
H -2.16 0.62 -0.93
*
```


[10]
Below is a 2-piece molecular cluster, C3H9NO2 overall, with properties calculated with ωB97M-V with the def2-TZVPD basis set.

Calculated values
Kohn-Sham gap   0.3830 hartree
Molar mass   91.1 g/mol
ΔE to the lowest compared entry with this formula, charge and spin   0.824 eV
Structure (SMILES)   CCC(N)=O.O
Calculated total energy   -8842.13129 eV

The geometry in ORCA input format:
```
! wB97M-V def2-TZVPD RIJCOSX def2/J DEFGRID3
* xyz 0 1
C -0.60 0.93 0.95
C -1.30 0.68 -0.37
C -0.75 -0.52 -1.12
N 0.38 -0.30 -1.92
O -1.33 -1.58 -1.17
H 0.20 0.21 1.14
H -0.15 1.92 1.01
H -1.27 0.75 1.79
H -1.47 1.52 -1.05
H -2.38 0.50 -0.28
H 1.17 0.26 -1.60
H 0.70 -1.18 -2.30
H 2.40 -1.46 2.29
H 2.12 -1.02 0.87
O 2.28 -0.70 1.76
*
```


[11]
Below is a 2-piece molecular cluster, C3H9NO2 overall, with properties calculated with ωB97M-V with the def2-TZVPD basis set.

Calculated values
Kohn-Sham gap   0.4045 hartree
Molar mass   91.1 g/mol
ΔE to the lowest compared entry with this formula, charge and spin   1.169 eV
Structure (SMILES)   NC=O.CCO
Calculated total energy   -8841.78626 eV

The geometry in ORCA input format:
```
! wB97M-V def2-TZVPD RIJCOSX def2/J DEFGRID3
* xyz 0 1
C -0.44 -1.17 1.41
O 0.50 -1.00 2.45
C -0.17 -2.23 0.38
H -1.46 -1.28 1.81
H -0.50 -0.19 0.93
H 0.67 -1.82 2.88
H -0.23 -3.21 0.86
H -0.97 -2.24 -0.36
H 0.79 -2.04 -0.11
C 0.06 1.80 -1.08
N 0.83 0.96 -1.85
O -0.97 2.27 -1.50
H 0.43 2.08 -0.09
H 0.56 1.07 -2.82
H 1.81 0.85 -1.66
*
```


[12]
Below is a 2-piece molecular cluster, C3H9NO2 overall, with properties calculated with ωB97M-V with the def2-TZVPD basis set.

Calculated values
Kohn-Sham gap   0.3899 hartree
Molar mass   91.1 g/mol
ΔE to the lowest compared entry with this formula, charge and spin   1.619 eV
Structure (SMILES)   CCC(N)=O.O
Calculated total energy   -8841.33628 eV

The geometry in ORCA input format:
```
! wB97M-V def2-TZVPD RIJCOSX def2/J DEFGRID3
* xyz 0 1
C 1.01 -0.55 -0.88
C -0.50 -0.68 -0.74
C -0.87 0.63 -0.29
N -1.67 1.44 -1.09
O -0.52 0.88 0.91
H 1.53 -0.10 0.05
H 1.46 -1.49 -1.41
H 1.30 0.24 -1.55
H -0.84 -1.40 0.15
H -1.10 -1.08 -1.63
H -2.14 1.25 -1.96
H -1.88 2.39 -0.78
H 1.66 -0.61 3.88
H 1.32 -0.09 2.33
O 1.26 -0.82 3.02
*
```